Entry 1:
{"formula": "C4H16NO3", "method": "ωB97M-V/def2-TZVPD", "homo_ev": -14.156, "de_lowest_kcal_mol": 26.6, "charge": 1, "e_lumo_ev": -3.05, "symbols": ["C", "O", "C", "C", "C", "N", "H", "H", "H", "H", "H", "H", "H", "H", "H", "H", "H", "H", "H", "H", "O", "H", "H", "O"], "xyz": [[0.068, -0.574, 1.668], [1.391, -0.522, 2.232], [0.181, 0.233, 0.368], [-0.591, -0.252, -0.839], [-0.028, 0.416, -2.084], [-0.190, 1.671, 0.683], [-0.314, -1.579, 1.509], [-0.540, -0.101, 2.444], [1.702, -1.382, 2.526], [1.242, 0.274, 0.134], [-0.532, -1.335, -0.895], [-1.653, -0.069, -0.716], [0.868, -0.179, -2.283], [-0.572, 0.372, -3.024], [0.221, 1.472, -1.958], [-0.914, 1.709, 1.393], [-0.447, 2.200, -0.153], [0.628, 2.222, 0.953], [-3.436, -0.382, 1.004], [-3.672, 1.110, 0.793], [-2.991, 0.471, 1.035], [2.956, -2.568, -1.291], [3.494, -1.592, -2.197], [3.129, -1.614, -1.301]]}



Entry 2:
{"formula": "C4H16O3", "method": "ωB97M-V/def2-TZVPD", "homo_ev": -10.564, "de_lowest_kcal_mol": 16.7, "charge": 0, "e_lumo_ev": 0.54, "symbols": ["C", "C", "C", "C", "H", "H", "H", "H", "H", "H", "H", "H", "H", "H", "O", "H", "H", "O", "H", "H", "O", "H", "H"], "xyz": [[0.665, -0.694, -1.413], [0.302, -0.567, 0.045], [-0.099, 0.922, 0.413], [0.986, 1.539, 1.273], [-0.163, -0.509, -2.091], [1.051, -1.717, -1.585], [1.520, -0.093, -1.731], [1.131, -0.793, 0.720], [-0.516, -1.252, 0.273], [-0.206, 1.476, -0.525], [-1.033, 0.954, 0.976], [0.707, 2.599, 1.374], [2.011, 1.496, 0.905], [1.009, 1.157, 2.301], [-3.068, 0.110, -1.567], [-3.207, -0.567, -0.899], [-2.170, 0.406, -1.435], [3.607, -0.689, -0.057], [3.434, -0.845, -0.992], [4.567, -0.610, -0.010], [-3.180, -0.613, 1.222], [-3.899, -0.169, 1.674], [-3.449, -1.540, 1.129]]}



- What is the charge in the first record?
  +1



- Which formula does entry 2 have?
  C4H16O3